1.
A molecular structure, C4H4CrO5 at a distorted geometry, computed with ωB97M-V/def2-TZVPD.

Values from the calculation:
ΔE to the lowest compared entry with this formula, charge and spin: 64.1 kcal per mole
Spin multiplicity: 5
Net charge: 0
Highest occupied orbital energy (alpha / beta): -8.122 / -8.177 eV
Orbital gap (alpha / beta): 0.23632 / 0.24213 Ha

Geometry as XYZ:
```
14
Properties=species:S:1:pos:R:3:forces:R:3:nbo_charge:R:1
O -2.7950 -1.8771 -0.0770 0.7049 0.8614 1.5557 -0.675
C -1.6660 -1.6982 0.3979 -0.4666 -3.0708 -3.2814 0.939
O -0.8533 -2.5876 0.7913 1.3622 0.3763 0.9467 -0.825
O -1.0559 -0.5019 0.1156 1.6041 2.8416 -0.2819 -0.592
C 0.0427 -0.4222 -0.8469 -1.8597 0.2880 0.1991 -0.221
H -0.2273 -1.0096 -1.7386 0.1775 -0.3531 0.2968 0.187
C 0.1360 1.0348 -1.2711 0.5260 0.0881 0.0641 -0.647
H -0.8580 1.4540 -1.5083 0.4188 -0.2730 0.1225 0.245
H 0.6029 1.6610 -0.4952 -0.2539 -0.0089 -0.1028 0.179
H 0.7872 1.1117 -2.1556 -0.2401 0.0082 0.1695 0.211
C 1.4580 1.3785 2.1618 -0.9027 0.6681 0.4753 1.067
O 2.1540 0.5174 1.7944 0.2354 -0.5350 -0.4732 -0.616
O 0.7674 2.2164 2.5461 0.4949 -0.3763 -0.2474 -0.431
Cr 1.5074 -1.2771 0.2856 -1.8008 -0.5145 0.5571 1.178
```
Positions in Å, forces in eV/Å.

---

2.
A molecular structure, C20H45N2P3SSeYb at a distorted geometry, computed with ωB97M-V/def2-TZVPD.

Values from the calculation:
ΔE to the lowest compared entry with this formula, charge and spin: 0.0 kcal per mole
Spin multiplicity: 2
Net charge: +3
Highest occupied orbital energy (alpha / beta): -14.346 / -14.346 eV
Orbital gap (alpha / beta): 0.15870 / 0.15961 Ha

Geometry as XYZ:
```
73
Properties=species:S:1:pos:R:3:forces:R:3:mulliken_charge:R:1
Yb -0.3481 -0.1247 0.1547 -0.5896 -0.4763 0.8048 -0.409
P 0.8884 -0.6219 2.3252 -0.5271 0.2755 -1.0396 1.095
P -0.8800 2.3040 0.8624 -0.0880 -0.3921 -0.0747 1.159
P 0.1582 -2.4511 -0.8466 -0.3600 0.4463 0.2284 1.011
H 0.7136 1.7310 -1.5171 -0.0950 -0.1323 -0.2872 0.462
C 0.3466 0.7828 -1.9250 -1.9286 0.0195 -1.4426 -0.648
C -0.9996 0.5567 -2.1267 2.1094 0.8527 -1.0542 -0.644
H -1.7563 1.3061 -1.9241 0.1551 0.0733 -0.0276 0.179
C 2.5799 -0.1262 1.9897 0.1883 -0.1802 0.6458 -1.244
C 0.2913 0.2976 3.7365 0.4217 -0.3370 0.2952 -1.421
C 0.8942 -2.3439 2.8034 0.2511 0.2413 0.4701 -1.420
C -1.5870 3.2930 -0.4694 0.0804 0.2082 0.4330 -1.536
C -1.8942 2.6549 2.3095 0.2800 0.1384 -0.1419 -1.245
C 0.7688 2.9857 1.1495 -0.3250 0.5621 0.0751 -1.236
C -0.2850 -2.5806 -2.5876 0.1993 -0.4380 0.2413 -1.504
C -0.4923 -3.9280 -0.0520 0.3248 0.0146 -0.2901 -1.149
C 1.9616 -2.5201 -0.7979 -0.0996 -0.5338 -0.2958 -1.216
H 1.0990 0.0135 -2.1337 -0.1647 0.2645 -0.1865 0.709
H -1.3838 -0.3742 -2.5282 0.1712 0.0255 -0.0369 0.188
H 3.0436 -0.3635 2.9557 0.8228 0.3189 -0.3950 0.480
H 2.6419 0.9483 1.7566 0.1579 -0.4345 0.2288 0.388
H 3.0115 -0.7191 1.1673 0.0177 0.2353 0.4545 0.352
H 1.0191 -0.0583 4.4766 -0.5205 0.6257 0.6933 0.563
H -0.7383 -0.0239 3.9620 0.4915 0.1410 0.1559 0.324
H 0.3459 1.3836 3.5734 0.0894 -0.5102 0.3107 0.442
H 1.5138 -2.2525 3.7045 -0.1310 -1.0572 0.0949 0.568
H 1.3543 -2.9797 2.0331 -0.0801 0.1988 0.5784 0.420
H -0.1387 -2.6578 3.0250 0.5275 -0.0174 0.1019 0.353
H -1.5710 4.2894 -0.0125 -0.3664 0.2316 -0.7948 0.505
H -2.6094 2.9355 -0.6761 0.3340 0.4192 0.0660 0.409
H -0.9643 3.2301 -1.3742 -0.2674 0.3729 0.3241 0.418
H -1.5381 3.6600 2.5763 -0.7251 -0.1430 0.5581 0.496
H -1.7271 1.9130 3.1095 -0.1523 0.5992 -0.3394 0.275
H -2.9432 2.6384 1.9713 0.3595 0.2615 0.3522 0.402
H 0.5448 4.0556 1.2317 0.8780 0.0907 0.1186 0.573
H 1.4356 2.7788 0.2959 -0.1182 0.3017 0.3535 0.235
H 1.2045 2.5873 2.0755 -0.0771 0.3769 -0.3004 0.353
H 0.1651 -3.5501 -2.8312 -0.3620 0.1870 -0.8674 0.530
H 0.1520 -1.7492 -3.1611 -0.0702 -0.5747 -0.0096 0.401
H -1.3838 -2.5826 -2.6806 0.4830 -0.2181 -0.1626 0.387
H 0.0660 -4.7038 -0.5949 -0.5705 -0.5215 0.5804 0.490
H -1.5796 -3.9654 -0.2351 0.5499 -0.2538 0.0470 0.342
H -0.2822 -3.9155 1.0304 -0.1234 -0.2727 -0.6342 0.289
H 2.1508 -3.4274 -1.3840 0.8693 0.1878 0.1577 0.558
H 2.3302 -2.6141 0.2327 0.0213 -0.1274 -0.4972 0.327
H 2.3987 -1.6283 -1.2775 0.0510 -0.4717 0.0869 0.296
C 5.0701 1.8244 -2.3960 0.0549 0.3277 -1.0138 0.198
C 3.8650 2.0668 -3.0792 0.6226 -0.0782 0.0837 0.479
C 3.8860 2.5276 -4.3967 0.3539 0.0173 -0.0684 -0.488
C 5.1072 2.7550 -5.0491 -0.0106 -0.1316 0.3615 -0.553
C 6.3117 2.5156 -4.3696 -0.4610 0.0233 -0.0511 -0.570
C 6.2971 2.0541 -3.0533 -0.5411 -0.1515 0.4143 -0.529
Se 5.1090 1.1837 -0.5887 -0.4523 -0.0456 -0.0080 0.147
H 3.6231 1.1423 -0.4550 0.3665 0.0730 -0.1029 -0.205
H 2.9162 1.8915 -2.5716 0.1051 0.0812 -0.1015 -0.067
H 2.9460 2.7119 -4.9195 0.2813 -0.0296 0.1252 0.356
H 5.1202 3.1164 -6.0796 -0.0083 -0.1283 0.3768 0.388
H 7.2667 2.6891 -4.8671 -0.2945 -0.0484 0.1513 0.390
H 7.2318 1.8675 -2.5237 -0.1829 0.0735 -0.1971 0.343
C -5.9477 -2.7671 0.4234 -0.0363 -0.7139 0.4645 -0.997
N -4.5481 -2.4474 0.7150 1.1963 1.7945 -0.0743 -0.161
C -4.0915 -1.2591 1.1772 -2.4942 -0.9594 0.6391 0.794
S -2.5512 -0.7786 0.7035 -0.0425 0.0637 -0.0927 -0.073
N -4.7979 -0.4385 1.9822 1.7750 -0.6771 -0.6597 -0.161
C -5.7941 -0.8563 2.9725 -0.6129 0.4578 -0.2986 -0.997
H -6.5582 -1.9285 0.7692 -0.1023 -0.4380 -0.2731 0.428
H -6.1402 -3.6943 0.9917 -0.5487 0.4828 -0.4122 0.367
H -6.0759 -2.9483 -0.6596 0.0496 0.1847 0.5934 0.304
H -3.8338 -2.9387 0.1810 -0.4580 0.0286 0.2122 0.109
H -4.3010 0.4346 2.1566 -0.4206 -0.3188 0.0201 0.085
H -5.4440 -0.6052 3.9904 -0.1593 -0.2080 -0.5584 0.308
H -6.6961 -0.2698 2.7221 0.0977 -0.6176 0.5383 0.372
H -5.9477 -1.9324 2.8512 -0.1695 0.3599 0.3528 0.426
```
Positions in Å, forces in eV/Å.

---

3.
3 unconnected molecules or ions with the total composition C20H31Cl2NO7 at a distorted geometry, computed with ωB97M-V/def2-TZVPD.

Values from the calculation:
Structure (SMILES): C[C@H](Cl)[C@@H](Cl)C1=CC(=O)C=C(C[C@@H](O)CN)C1=O.CCOC(C)=O.CCOC(C)=O
Net charge: 0
Highest occupied orbital energy: -9.256 eV
Orbital gap: 0.29221 Ha

Geometry as XYZ:
```
61
Properties=species:S:1:pos:R:3:forces:R:3:nbo_charge:R:1
C -2.5133 -2.0966 -3.3706 0.9637 0.1432 0.4130 -0.636
C -2.4140 -0.7643 -4.1361 -0.7114 -1.0579 -0.2769 -0.196
Cl -0.7572 -0.0630 -4.0984 -0.3417 0.1269 -0.0522 -0.044
C -3.4855 0.2848 -3.8054 0.7749 0.1941 0.2059 -0.215
Cl -5.1372 -0.4504 -3.7968 0.3344 -0.0337 -0.0272 -0.044
C -3.2699 1.1389 -2.5664 0.4560 -1.0576 -0.2042 -0.115
C -4.0081 2.2102 -2.4432 -0.4892 1.2877 0.1079 -0.186
C -3.9055 3.1426 -1.2819 1.1550 -1.1112 -0.1646 0.499
O -4.7700 3.9281 -1.0699 -1.5286 1.5576 0.2725 -0.486
C -2.7203 3.0285 -0.3953 -0.9751 0.6692 -0.6584 -0.261
C -1.9832 1.9483 -0.4804 1.1421 -0.7610 0.0571 -0.036
C -0.7854 1.6958 0.3988 0.1055 0.5398 0.0195 -0.460
C -0.1409 2.9703 0.9743 0.1663 -0.5616 0.4725 0.107
O 0.7936 2.5622 1.9749 0.1074 -0.0562 0.0818 -0.709
C 0.6123 3.8096 -0.0573 -0.8264 0.2735 0.4641 -0.251
N 0.4735 5.2396 0.3055 0.2158 -0.6834 -0.2571 -0.816
C -2.3219 0.8416 -1.4532 -0.4983 1.7281 0.2409 0.598
O -1.8312 -0.2172 -1.2501 0.6190 -2.2140 0.0997 -0.525
H -2.4810 -2.9408 -4.0582 -0.2792 0.0685 -0.0426 0.217
H -1.6361 -2.1960 -2.7313 -0.0902 0.0090 0.0275 0.238
H -3.3771 -2.1534 -2.7126 -0.1003 0.0070 -0.2178 0.228
H -2.5677 -1.0179 -5.1830 0.0269 0.2328 -0.0625 0.225
H -3.5057 0.9725 -4.6481 -0.0608 0.0595 0.0403 0.237
H -4.7351 2.4498 -3.2101 -0.1898 0.1885 0.1780 0.230
H -2.5378 3.8445 0.2881 -0.1285 -0.0066 0.0777 0.226
H -1.1030 1.0941 1.2586 0.0130 -0.2082 -0.1753 0.215
H -0.0073 1.1469 -0.1354 -0.1489 -0.1313 -0.0053 0.249
H -0.8964 3.5726 1.4984 -0.0310 0.1076 -0.3168 0.152
H 0.3467 1.9425 2.5645 0.0808 0.1738 0.0228 0.458
H 0.1565 3.6020 -1.0358 0.3148 -0.0718 -0.0546 0.162
H 1.6584 3.5095 -0.0339 -0.0248 -0.0459 -0.1787 0.247
H 0.8342 5.7833 -0.4715 -0.1551 0.2306 0.1796 0.357
H -0.5220 5.4150 0.3964 0.1112 0.3766 -0.1480 0.338
C 5.6958 -1.2931 1.9401 -0.1199 -0.0852 -0.1571 -0.644
C 5.3978 0.1399 2.3330 0.0115 -0.2593 0.0604 -0.066
O 4.9557 0.9139 1.2166 0.2077 0.3825 -0.0821 -0.510
C 3.6890 0.8980 0.7550 -0.4122 -0.1486 -0.0520 0.810
C 2.7162 -0.1205 1.2906 0.0587 0.8220 0.4540 -0.746
O 3.3791 1.6622 -0.1230 0.2245 -0.0073 0.0507 -0.600
H 4.8089 -1.8015 1.5614 -0.0402 -0.0059 0.1108 0.229
H 6.0735 -1.8539 2.7965 0.0217 0.0254 -0.0046 0.213
H 6.4417 -1.3172 1.1445 0.0678 0.0485 0.0776 0.214
H 4.6832 0.2088 3.1554 -0.0569 -0.0526 -0.0574 0.175
H 6.3141 0.6199 2.6757 -0.0514 0.1386 -0.1128 0.193
H 2.6410 -0.9336 0.5868 0.0624 -0.0034 -0.0984 0.266
H 1.7467 0.3612 1.3930 0.0379 0.0503 -0.2347 0.240
H 2.9722 -0.5163 2.2676 0.1069 -0.1971 -0.1085 0.216
C -1.5442 -3.6922 2.6480 0.1455 -0.0924 0.0666 -0.638
C -1.0879 -2.7332 1.5671 -0.1794 -0.2175 0.0571 -0.067
O 0.3111 -2.4431 1.6719 0.1107 0.3602 0.0194 -0.508
C 1.2813 -3.2456 1.1992 0.0738 -0.3226 0.0499 0.811
C 0.9333 -4.6275 0.7012 -0.2592 0.0887 -0.4360 -0.743
O 2.4213 -2.8607 1.2329 -0.2832 -0.5882 0.1203 -0.592
H -1.0377 -4.6549 2.5764 -0.0607 -0.0199 -0.0722 0.208
H -2.6186 -3.8640 2.5771 0.0031 0.0315 0.0009 0.222
H -1.3154 -3.2860 3.6338 -0.0678 0.0631 -0.0230 0.220
H -1.3326 -3.0818 0.5626 0.0506 -0.0422 0.0108 0.182
H -1.5938 -1.7772 1.6945 0.1721 0.0771 -0.0529 0.200
H 1.1695 -5.3502 1.4812 0.0317 0.0127 -0.0076 0.248
H 1.5415 -4.8361 -0.1767 0.1728 -0.0160 0.1539 0.250
H -0.1048 -4.7490 0.4026 -0.0357 -0.0159 0.1481 0.218
```
Positions in Å, forces in eV/Å.

---

4.
C2H3ClO2 in the gas phase at a distorted geometry, computed with ωB97M-V/def2-TZVPD.

Values from the calculation:
ΔE to the lowest compared entry with this formula, charge and spin: 47.9 kcal per mole
Structure (SMILES): CC(=O)OCl
Net charge: 0
Highest occupied orbital energy: -11.000 eV
Orbital gap: 0.37958 Ha

Geometry as XYZ:
```
8
Properties=species:S:1:pos:R:3:forces:R:3:nbo_charge:R:1
C -0.1426 0.9351 0.4027 2.5102 -0.3457 3.5754 -0.722
C 0.4178 -0.4095 -0.1534 1.4494 2.5900 0.8722 0.790
O 1.5361 -0.8095 -0.1873 0.2655 -0.0930 -0.1865 -0.551
O -0.6656 -0.9874 -0.5285 -3.1047 -2.6273 -2.0471 -0.486
Cl -0.6013 -2.4150 -1.5222 0.3608 0.6671 0.7249 0.235
H -1.0179 0.6621 1.0556 0.4481 0.8005 -1.2119 0.245
H 0.6711 1.2324 1.2063 -1.4494 -0.3833 -1.5928 0.234
H -0.1977 1.7918 -0.2731 -0.4798 -0.6082 -0.1342 0.254
```
Positions in Å, forces in eV/Å.

---

Which value of net charge does entry 4 give?
0

---

Which value of net charge does entry 4 give?
0